#a
Here is an isolated molecule of C3H2N2O2 from OMol25. Energies are from ωB97M-V/def2-TZVPD.

Each line ends with the Löwdin charge.
CARTESIAN COORDINATES (ANGSTROEM)
O -1.161 -0.741 1.442  0.05
O 0.645 0.355 0.507  0.00
N 0.904 0.865 -1.850  0.20
N -1.527 -1.484 -0.675  0.22
C 0.298 0.192 -0.987  -0.31
C -0.741 -0.791 -1.171  -0.11
C -0.164 -0.097 1.545  -0.29
H 0.136 0.186 2.572  0.15
H 1.555 1.505 -1.391  0.09

Values from the calculation:
E_LUMO, Ha: -0.00848
SMILES: [H]/N=C(/C#N)OC=O
HOMO, eV: -10.65
HOMO-LUMO gap, eV: 10.4
Net charge: 0

#b
Here is an isolated molecule of C3H2N2O2 from OMol25. Energies are from ωB97M-V/def2-TZVPD.

Each line ends with the Löwdin charge.
CARTESIAN COORDINATES (ANGSTROEM)
O 1.465 -0.880 -1.407  0.11
O 0.583 0.080 0.477  0.04
N -1.742 2.246 1.344  0.18
N -1.430 -0.697 -0.520  0.22
C 1.586 -0.399 -0.321  -0.28
C -1.344 1.301 0.805  -0.10
C -0.757 0.124 0.149  -0.40
H -0.885 -1.533 -0.750  0.09
H 2.524 -0.241 0.225  0.15

Values from the calculation:
E_LUMO, Ha: -0.01088
SMILES: [H]/N=C(/C#N)OC=O
HOMO, eV: -11.66
HOMO-LUMO gap, eV: 11.4
Net charge: 0

#c
Here is an isolated molecule of C3H2N2O2 from OMol25. Energies are from ωB97M-V/def2-TZVPD.

Each line ends with the Löwdin charge.
CARTESIAN COORDINATES (ANGSTROEM)
O 0.890 -0.645 0.739  0.03
O 1.336 1.461 1.704  0.12
N -0.809 0.989 0.568  0.15
N -0.496 -0.591 -1.208  0.09
C 0.545 0.748 1.073  -0.38
C 0.598 -1.020 -0.581  -0.06
C -1.161 0.316 -0.522  -0.24
H -2.150 0.654 -0.975  0.14
H 1.247 -1.912 -0.798  0.16

Values from the calculation:
E_LUMO, Ha: -0.04095
SMILES: O=c1ncnco1
HOMO, eV: -10.87
HOMO-LUMO gap, eV: 9.8
Net charge: 0

#d
Here is an isolated molecule of C3H2N2O2 from OMol25. Energies are from ωB97M-V/def2-TZVPD.

Each line ends with the Löwdin charge.
CARTESIAN COORDINATES (ANGSTROEM)
O 2.591 -0.036 0.152  0.09
O 0.296 0.793 -1.484  0.14
N -0.844 0.091 0.437  0.03
N -2.162 0.114 -0.511  0.23
C -1.626 -0.932 -0.132  -0.17
C 1.573 0.475 0.541  -0.16
C 0.306 0.464 -0.330  -0.42
H -1.647 -2.013 -0.138  0.13
H 1.486 0.977 1.527  0.13

Values from the calculation:
E_LUMO, Ha: -0.01923
SMILES: O=CC(=O)N1C=N1
HOMO, eV: -10.08
HOMO-LUMO gap, eV: 9.6
Net charge: 0

Most stable of them? #b.

#a
Here is a structure of composition C4H12N3O from OMol25. Energies are from ωB97M-V/def2-TZVPD.

Each line ends with the Löwdin charge.
CARTESIAN COORDINATES (ANGSTROEM)
O -0.114 -2.440 1.643  -0.02
N -1.177 0.283 0.163  -0.03
N -0.087 -0.333 -0.465  0.00
N -0.504 1.782 -1.877  0.02
C -0.497 0.461 1.402  -0.08
C 0.699 -0.197 0.727  -0.29
C 0.283 0.636 -2.064  -0.02
C 1.022 -1.626 1.314  -0.19
H 0.144 -3.314 1.472  0.07
H 0.088 2.543 -1.571  0.12
H -1.236 1.349 -0.497  0.21
H 1.594 -1.977 0.485  0.11
H -1.002 -0.181 2.213  0.16
H -2.084 -0.111 0.184  0.16
H 1.731 0.290 0.707  0.17
H -1.134 2.007 -2.657  0.14
H 1.331 0.679 -2.112  0.10
H -0.642 1.540 1.612  0.14
H -0.094 -0.003 -2.846  0.11
H 1.678 -1.388 2.167  0.13

Values from the calculation:
E_LUMO, Ha: -0.11033
HOMO, eV: -13.25
HOMO-LUMO gap, eV: 10.2
Net charge: +1

#b
Here is a cluster of 2 separate species, C4H12N3O in total from OMol25. Energies are from ωB97M-V/def2-TZVPD.

Each line ends with the Löwdin charge.
CARTESIAN COORDINATES (ANGSTROEM)
O -1.479 -1.825 -0.945  0.04
N 1.091 -0.961 0.269  0.22
N -2.286 0.288 -0.762  0.19
N -1.781 -0.966 1.145  0.13
C -1.877 -0.899 -0.258  -0.67
C 2.014 0.489 -1.402  0.11
C 1.426 0.407 -0.229  -0.35
C 1.130 1.506 0.740  -0.03
H -2.061 0.491 -1.723  0.12
H 2.235 1.461 -1.817  0.09
H -2.367 -0.280 1.614  0.10
H 1.505 1.247 1.733  0.10
H 2.284 -0.377 -1.992  0.09
H -2.377 1.091 -0.160  0.11
H 1.595 2.421 0.392  0.09
H 1.907 -1.566 0.188  0.18
H 0.055 1.702 0.830  0.08
H 0.332 -1.379 -0.303  0.12
H -2.068 -1.887 1.459  0.12
H 0.720 -0.960 1.220  0.15

Values from the calculation:
E_LUMO, Ha: -0.11264
HOMO, eV: -14.41
HOMO-LUMO gap, eV: 11.3
Net charge: +1

Most stable of them? #b.

#a
Here is a structure of composition C6H16N from OMol25. Energies are from ωB97M-V/def2-TZVPD.

Each line ends with the Löwdin charge.
CARTESIAN COORDINATES (ANGSTROEM)
N 1.377 0.001 0.416  0.11
C 0.489 -0.678 -1.636  -0.17
C 1.488 0.224 -0.950  -0.28
C -0.911 -1.521 1.015  -0.24
C -0.944 -1.518 2.528  -0.08
C -1.005 -0.153 0.377  0.00
C -0.851 -0.138 -1.162  -0.15
H -1.831 -1.081 2.959  0.08
H 1.289 6.326 -1.855  0.00
H -1.690 -0.659 -1.652  0.16
H 2.522 0.020 -1.294  0.17
H 0.233 0.181 0.868  0.13
H 0.556 -0.655 -2.720  0.13
H -0.048 -1.032 2.921  0.08
H 0.799 -1.673 -1.310  0.12
H -0.842 -2.516 2.948  0.09
H -1.747 -2.099 0.598  0.16
H 2.048 0.478 1.019  0.13
H -0.016 -2.043 0.689  0.11
H -1.817 0.475 0.711  0.15
H 1.283 1.263 -1.255  0.14
H 0.688 5.935 -1.665  0.00
H -1.070 0.864 -1.552  0.13

Values from the calculation:
E_LUMO, Ha: -0.25586
HOMO, eV: -14.73
HOMO-LUMO gap, eV: 7.8
Net charge: +1

#b
Here is a cluster of 2 separate species, C6H16N in total from OMol25. Energies are from ωB97M-V/def2-TZVPD.

Each line ends with the Löwdin charge.
CARTESIAN COORDINATES (ANGSTROEM)
N -0.445 -2.219 0.616  0.07
C 0.003 -0.043 -0.526  0.21
C 0.816 -2.260 -1.409  -0.05
C -0.309 -1.512 -0.664  -0.38
C -0.739 0.887 0.293  -0.37
C 0.173 1.903 1.072  -0.01
C -1.801 1.679 -0.570  0.02
H -2.621 0.993 -0.839  0.10
H 0.428 0.280 -1.486  0.16
H 0.566 -3.315 -1.567  0.10
H -2.198 2.519 -0.004  0.10
H -0.988 -1.673 1.285  0.08
H 0.466 -2.240 1.071  0.09
H 3.263 1.266 2.284  0.04
H -1.334 2.055 -1.477  0.09
H -1.222 -1.667 -1.241  0.18
H -1.195 0.307 1.097  0.13
H 0.875 1.333 1.669  0.04
H 1.012 -1.867 -2.414  0.09
H 3.188 0.810 1.707  0.02
H 1.751 -2.244 -0.826  0.10
H 0.754 2.411 0.303  0.09
H -0.442 2.597 1.626  0.10

Values from the calculation:
E_LUMO, Ha: -0.26390
HOMO, eV: -14.45
HOMO-LUMO gap, eV: 7.3
Net charge: +1

Most stable of them? #b.

#a
Here is a cluster of 2 separate species, C4H5ClOS in total from OMol25. Energies are from ωB97M-V/def2-TZVPD.

Each line ends with the Löwdin charge.
CARTESIAN COORDINATES (ANGSTROEM)
Cl -2.269 -1.798 0.075  0.11
S -0.772 -1.017 -1.046  0.50
O -0.652 2.361 -0.202  -0.05
C 1.832 -0.982 0.040  -0.07
C 1.352 -1.977 1.095  -0.10
C 0.565 -1.266 -0.003  -0.68
C -1.540 2.976 -0.752  -0.16
H -1.672 4.150 -0.543  0.11
H -2.294 2.486 -1.455  0.09
H 2.663 -0.256 -0.168  0.12
H 1.621 -2.993 0.888  0.07
H 1.166 -1.685 2.072  0.05

Values from the calculation:
E_LUMO, Ha: 0.00598
SMILES: ClSC1=CC1.C=O
HOMO, eV: -8.38
HOMO-LUMO gap, eV: 8.5
Net charge: 0

#b
Here is an isolated molecule of C4H5ClOS from OMol25. Energies are from ωB97M-V/def2-TZVPD.

Each line ends with the Löwdin charge.
CARTESIAN COORDINATES (ANGSTROEM)
Cl 0.229 -0.017 -2.356  0.58
S 2.146 1.072 1.013  0.76
O -0.809 -1.052 0.395  -0.10
C 0.533 -1.325 0.841  -0.17
C -0.745 0.888 -1.148  -0.48
C -0.537 0.344 0.251  -0.42
C 0.877 0.138 0.727  -0.77
H -0.431 1.928 -1.212  0.08
H 1.109 -1.972 0.112  0.14
H 0.560 -1.752 1.869  0.14
H -1.762 0.785 -1.433  0.07
H -1.171 0.964 0.943  0.17

Values from the calculation:
E_LUMO, Ha: -0.01970
SMILES: S=C1CO[C@@H]1CCl
HOMO, eV: -9.13
HOMO-LUMO gap, eV: 8.6
Net charge: 0

Most stable of them? #b.